(1)
Here is a single C5H9NO molecule from the OMol25 dataset. Energies are from ωB97M-V/def2-TZVPD.

```
16
Properties=species:S:1:pos:R:3:forces:R:3:lowdin_charge:R:1
C 0.475969 0.601370 1.682878 -0.5 -0.3 0.5 -0.01
C -0.207237 -0.001201 0.480874 -1.0 -0.8 0.3 -0.43
O -1.342171 -0.767587 1.182575 0.1 -0.2 -1.6 -0.10
C -0.916433 0.739509 -0.664507 -0.3 0.1 0.1 -0.10
N -0.513209 -0.322355 -1.644627 -0.2 0.0 -0.3 0.00
C 0.935301 -0.190324 -1.758054 0.2 0.1 0.0 -0.11
C 0.382900 -0.892620 -0.583945 0.1 -0.4 0.2 -0.19
H 1.492067 0.245380 1.891377 -0.3 0.0 -0.2 0.08
H -0.305868 0.079962 2.289911 1.6 1.5 1.4 0.09
H 0.421180 1.693704 1.776579 0.0 -0.3 -0.2 0.08
H -1.113919 -1.684159 1.422593 0.3 0.5 -0.4 0.10
H -0.586566 1.747130 -0.959353 0.1 -0.3 0.2 0.12
H -1.986944 0.736221 -0.474790 0.0 0.0 -0.2 0.12
H 1.395761 0.792574 -1.667099 -0.1 -0.1 0.1 0.11
H 1.353295 -0.816900 -2.544477 0.0 0.1 0.2 0.11
H 0.515875 -1.960705 -0.429936 0.0 0.1 -0.2 0.14
```
Positions in Å, forces in eV/Å.

## Properties
LUMO energy = 0.93 eV
molar mass = 99.1 g/mol
relative energy (zero: lowest compared OMol25 entry of this formula, charge and spin) = 90.4 kcal/mol
total charge = 0
Kohn-Sham gap = 10.25 eV



(2)
Here is 2 unconnected molecules or ions with the total composition C5H9NO from the OMol25 dataset. Energies are from ωB97M-V/def2-TZVPD.

```
16
Properties=species:S:1:pos:R:3:forces:R:3:lowdin_charge:R:1
C -1.502694 0.650236 -1.380542 -0.1 0.0 -0.1 -0.09
C -0.661172 -0.148191 -0.384595 0.1 -0.1 0.1 -0.21
C 0.106486 0.703495 0.582938 0.4 0.0 0.0 -0.44
O -0.638009 1.398523 1.478871 -0.3 0.1 0.2 0.05
C 1.435008 0.810634 0.642656 -0.1 0.1 -0.1 0.03
C 1.714709 -3.479838 1.052090 0.0 1.2 -0.6 -0.08
N 1.760522 -2.392255 0.609127 0.0 -1.3 0.6 0.04
H -0.850403 1.173815 -2.087455 -0.2 0.1 0.2 0.08
H -2.137051 -0.019342 -1.964102 0.0 0.0 0.1 0.07
H -2.164011 1.364949 -0.872840 0.2 0.0 -0.2 0.08
H 0.046372 -0.780636 -0.923899 -0.1 0.0 0.0 0.10
H -1.299611 -0.817178 0.210440 0.1 0.0 -0.1 0.13
H 1.785759 -1.412071 0.383042 0.0 -0.1 0.2 0.00
H -1.567760 1.161738 1.386665 0.1 0.0 0.0 0.10
H 1.920413 1.431011 1.388086 -0.1 -0.1 -0.1 0.07
H 2.051441 0.355109 -0.120481 0.0 0.1 -0.1 0.06
```
Positions in Å, forces in eV/Å.

## Properties
LUMO energy = 0.62 eV
molar mass = 99.1 g/mol
relative energy (zero: lowest compared OMol25 entry of this formula, charge and spin) = 60.5 kcal/mol
total charge = 0
Kohn-Sham gap = 9.99 eV



(3)
Here is a single C5H9NO molecule from the OMol25 dataset. Energies are from ωB97M-V/def2-TZVPD.

```
16
Properties=species:S:1:pos:R:3:forces:R:3:lowdin_charge:R:1
C 2.062667 -0.481999 0.252574 0.0 -0.1 0.0 -0.05
C 0.989637 0.530614 -0.122809 0.1 0.0 0.0 -0.24
C -0.126586 0.092206 -1.097670 0.0 -0.1 -0.2 -0.06
N -1.156917 0.405400 -0.056482 -0.2 0.2 0.2 -0.14
C -2.490770 -0.341541 0.351153 -0.1 -0.5 -0.1 -0.08
C -0.122555 0.709353 0.908610 0.1 0.1 0.6 -0.39
O -0.191856 0.919297 2.078639 0.0 -0.1 -0.6 0.16
H 1.619752 -1.454297 0.493638 0.0 0.1 0.0 0.09
H 2.615224 -0.139937 1.132491 -0.1 0.0 -0.1 0.09
H 2.774646 -0.622815 -0.567011 -0.1 0.0 0.1 0.08
H 1.438201 1.496687 -0.383717 -0.1 -0.1 0.0 0.15
H -0.238479 0.678559 -2.011057 0.0 -0.1 0.2 0.12
H -0.144119 -0.979256 -1.321228 0.0 0.2 0.1 0.13
H -1.997659 1.076124 -0.046240 0.3 0.2 -0.2 0.14
H -2.839683 -0.721200 -0.617153 0.0 0.1 0.2 -0.01
H -2.191497 -1.167198 1.006268 0.0 0.1 -0.1 0.00
```
Positions in Å, forces in eV/Å.

## Properties
LUMO energy = 0.46 eV
molar mass = 99.1 g/mol
relative energy (zero: lowest compared OMol25 entry of this formula, charge and spin) = 116.3 kcal/mol
total charge = 0
Kohn-Sham gap = 7.77 eV



Q: The highest LUMO energy belongs to which entry?
A: number 1



Q: molar mass of number 1 (C5H9NO)?
A: 99.1 g/mol



Copy entry 2 word for word.
Here is 2 unconnected molecules or ions with the total composition C5H9NO from the OMol25 dataset. Energies are from ωB97M-V/def2-TZVPD.

```
16
Properties=species:S:1:pos:R:3:forces:R:3:lowdin_charge:R:1
C -1.502694 0.650236 -1.380542 -0.1 0.0 -0.1 -0.09
C -0.661172 -0.148191 -0.384595 0.1 -0.1 0.1 -0.21
C 0.106486 0.703495 0.582938 0.4 0.0 0.0 -0.44
O -0.638009 1.398523 1.478871 -0.3 0.1 0.2 0.05
C 1.435008 0.810634 0.642656 -0.1 0.1 -0.1 0.03
C 1.714709 -3.479838 1.052090 0.0 1.2 -0.6 -0.08
N 1.760522 -2.392255 0.609127 0.0 -1.3 0.6 0.04
H -0.850403 1.173815 -2.087455 -0.2 0.1 0.2 0.08
H -2.137051 -0.019342 -1.964102 0.0 0.0 0.1 0.07
H -2.164011 1.364949 -0.872840 0.2 0.0 -0.2 0.08
H 0.046372 -0.780636 -0.923899 -0.1 0.0 0.0 0.10
H -1.299611 -0.817178 0.210440 0.1 0.0 -0.1 0.13
H 1.785759 -1.412071 0.383042 0.0 -0.1 0.2 0.00
H -1.567760 1.161738 1.386665 0.1 0.0 0.0 0.10
H 1.920413 1.431011 1.388086 -0.1 -0.1 -0.1 0.07
H 2.051441 0.355109 -0.120481 0.0 0.1 -0.1 0.06
```
Positions in Å, forces in eV/Å.

## Properties
LUMO energy = 0.62 eV
molar mass = 99.1 g/mol
relative energy (zero: lowest compared OMol25 entry of this formula, charge and spin) = 60.5 kcal/mol
total charge = 0
Kohn-Sham gap = 9.99 eV



Q: What is the formula in the third record?
A: C5H9NO